# 1
7
Properties=species:S:1:pos:R:3:lowdin_spin:R:1 method="wB97M-V/def2-TZVPD" s_squared=2.0061 homo_ha="-0.169 / -0.382" homo_lumo_gap_ev="5.3 / 7.0" relative_energy_kcal_mol=35.5 spin_multiplicity=3
O 0.1379 0.1929 -1.5507 0.077
O 1.1486 0.0720 0.9884 0.158
P -0.3506 0.0936 -0.0082 0.325
S -1.5868 1.5626 0.4326 1.161
Cl -1.0632 -1.6862 0.2859 0.252
H 0.8488 -0.2564 -2.0380 0.018
H 0.8652 0.0215 1.8901 0.008


# 2
16
Properties=species:S:1:pos:R:3:nbo_charge:R:1 method="wB97M-V/def2-TZVPD" homo_ha=-0.263 homo_lumo_gap_ev=3.6 relative_energy_kcal_mol=176.0
C 0.3999 -0.0283 0.5357 -0.690
C -0.8090 -0.4733 1.2002 -0.107
C -1.7280 0.4236 1.8341 0.293
O -1.5961 1.6515 1.8469 -0.553
N 2.1334 -1.4671 -1.2113 -0.278
C 2.3780 -1.9888 -2.2830 -0.201
O -1.1814 2.5511 -0.6653 -0.959
H 1.2316 -0.7068 0.7207 0.267
H 0.2351 -0.0281 -0.5702 0.295
H -0.8621 -1.5285 1.4175 0.202
H -1.0916 2.0206 0.1524 0.476
H -2.6695 0.0346 2.2447 0.136
H 0.6190 0.9915 0.8545 0.243
H 2.5957 -3.0648 -2.3775 0.204
H 2.3621 -1.3898 -3.2083 0.209
H -2.0171 3.0025 -0.4910 0.464


# 3
8
Properties=species:S:1:pos:R:3:nbo_charge:R:1 method="wB97M-V/def2-TZVPD" homo_ha=-0.312 homo_lumo_gap_ev=7.1 relative_energy_kcal_mol=42.7
P -0.0907 -0.5758 1.3200 0.534
P 2.3079 0.1222 -0.0868 0.622
S 4.4147 -0.0016 0.8952 -0.530
S 0.8647 1.3497 0.7767 -0.298
S 1.1887 -1.6769 0.0269 -0.258
S -1.8109 -0.8791 0.1293 -0.238
H 2.5050 0.7967 -1.4465 0.055
H -2.4520 0.0086 0.6983 0.113


# 4
20
Properties=species:S:1:pos:R:3:lowdin_spin:R:1 method="wB97M-V/def2-TZVPD" s_squared=0.7506 homo_ha="-0.090 / -0.415" homo_lumo_gap_ev="3.2 / 11.8" relative_energy_kcal_mol=16.2 spin_multiplicity=2
C 1.0537 -1.6333 1.2940 0.070
C 1.3926 -0.9502 0.0002 0.064
N 0.4425 0.1628 -0.2992 0.043
C 0.9513 1.1730 -1.3266 0.096
H 0.0274 -2.0055 1.3159 0.034
H 1.7306 -2.4844 1.4075 0.005
H 1.1136 -0.9897 2.1762 0.012
H 2.3693 -0.4581 0.1249 0.005
H 1.5822 -1.6398 -0.8161 0.020
H 0.0354 0.5804 0.5466 0.019
H -0.3582 -0.3678 -0.6996 0.028
H 0.1161 1.5282 -1.9388 0.038
H 1.5219 0.5951 -2.0372 0.010
H 1.3601 1.9414 -0.6875 0.014
H -2.6379 -0.2964 -1.9499 0.082
H -2.2943 -1.7575 -1.4598 0.077
O -1.9385 -0.8615 -1.5755 0.221
H -0.8302 2.0105 2.6828 0.025
H -2.1317 2.1082 1.8374 0.034
O -1.1784 1.9472 1.7824 0.102


# 5
14
Properties=species:S:1:pos:R:3:nbo_charge:R:1 method="wB97M-V/def2-TZVPD" homo_ha=-0.343 homo_lumo_gap_ev=10.2 smiles="C1=NN[C@H]2C=NN[C@H]12" relative_energy_kcal_mol=98.4
C 1.3018 -1.0771 -0.0011 0.033
C -0.0817 -0.7029 -0.3655 -0.156
C -1.3776 1.0633 -0.1166 0.049
C 0.0373 0.7085 0.1263 -0.149
H 1.8425 1.7536 0.1524 0.369
H 1.6751 -2.1080 0.1474 0.207
H -0.0999 -0.6013 -1.4266 0.201
H -1.4124 -1.5065 0.8887 0.351
H -1.9285 2.0466 -0.0157 0.222
H 0.0429 0.6747 1.2364 0.176
N 1.3783 1.0183 -0.3463 -0.436
N 2.1311 -0.1238 -0.0264 -0.211
N -1.3652 -1.1780 -0.1218 -0.437
N -2.1437 0.0326 -0.1312 -0.221